Entry from OMol25: the molecule C7H15NO4S in a non-equilibrium geometry (wB97M-V/def2-TZVPD).

Computed properties:
Frontier orbital gap in eV: 9.56
HOMO level in Ha: -0.3450
Lowest unoccupied orbital energy in eV: 0.17
Total energy in Ha: -1029.259475
Charge: 0
SMILES: COC[C@@H]1CCC[C@H]1OS(N)(=O)=O

```
28
Properties=species:S:1:pos:R:3:lowdin_charge:R:1
C -2.95 -1.87 -0.47 -0.003
H -3.60 -1.56 -1.27 0.083
O -1.94 -0.71 -0.45 -0.129
C -0.99 -1.10 0.45 -0.323
C -0.08 -0.05 0.38 -0.232
H 0.65 -0.20 1.27 0.143
C -0.89 1.31 1.14 0.037
H -0.34 1.85 1.75 0.007
C -0.67 2.45 -0.29 -0.116
C 0.71 1.91 -0.87 -0.102
H 1.48 2.42 -0.25 0.103
H 0.69 2.44 -1.98 0.148
C 0.53 0.26 -0.96 -0.359
H -0.18 0.21 -1.59 0.082
O 1.69 -0.29 -1.27 -0.114
S 2.80 -0.41 0.02 0.386
O 2.94 0.55 0.86 -0.147
O 4.00 -0.74 -0.78 -0.308
N 2.52 -1.63 0.70 -0.097
H 2.83 -1.66 1.79 0.209
H 2.65 -2.56 0.17 0.174
H -1.57 2.42 -0.73 0.018
H -0.57 3.57 0.20 0.134
H -1.92 1.32 1.35 0.068
H -1.46 -1.10 1.24 0.053
H -0.41 -1.93 0.14 0.142
H -3.46 -2.29 0.40 0.103
H -2.46 -2.61 -0.96 0.039
```